This record from OMol25 describes C12H23N2NdO3P2 as an isolated structure. The level of theory is ωB97M-V/def2-TZVPD.

Output
- gap between HOMO and LUMO (alpha / beta) (eV) = 8.43 / 8.84
- spin multiplicity = 4
- <S²> = 3.7540
- total energy (eV) = -55781.06321
- HOMO (alpha / beta) (eV) = -15.518 / -15.554
- lowest unoccupied orbital energy (alpha / beta) (eV) = -7.09 / -6.72
- charge = +2

```
43
C12H23N2NdO3P2 (ωB97M-V/def2-TZVPD)
Nd 0.17 -0.25 1.50
P -2.63 0.56 0.87
C -2.28 1.11 -0.87
C -0.82 1.53 -1.29
N 0.32 1.12 -0.63
C 1.58 1.42 -1.04
C 1.79 1.99 -2.26
C 0.67 2.34 -3.05
C -0.59 2.01 -2.55
C 2.83 1.10 -0.13
P 2.94 -0.60 0.67
H -1.48 2.17 -3.12
H 2.82 2.36 -2.58
H 0.78 2.71 -4.08
H 3.72 1.13 -0.80
H 2.95 1.82 0.70
H -2.53 0.25 -1.49
H -3.04 1.76 -1.18
H -2.86 -4.10 -3.26
O -2.00 -4.31 -3.49
H -1.67 -3.47 -3.85
H -1.58 -2.90 1.36
O -0.63 -2.63 1.16
H 0.02 -3.32 1.49
C 3.47 -1.68 -0.66
H 4.47 -1.37 -0.91
H 3.47 -2.68 -0.27
H 2.80 -1.60 -1.51
C 4.45 -0.33 1.67
H 4.42 -1.15 2.43
H 5.28 -0.44 0.93
H 4.38 0.70 2.11
C -3.59 1.81 1.77
H -4.67 1.86 1.48
H -3.54 1.49 2.82
H -3.17 2.83 1.66
C -3.88 -0.70 0.43
H -4.09 -1.30 1.33
H -4.82 -0.21 0.11
H -3.52 -1.35 -0.36
O 0.18 0.14 6.13
C 0.01 0.12 4.97
N -0.12 0.09 3.80
```